Here is C21H26BrN5O5S2Ti as an isolated structure from the Open Molecules 2025 dataset. Energies are from wB97M-V/def2-TZVPD.

Geometry as XYZ:
```
61
Properties=species:S:1:pos:R:3:forces:R:3:mulliken_charge:R:1
Ti 0.796236 0.399162 0.245777 -1.9 0.3 -1.7 -0.254
O 4.324865 -0.757294 2.040370 0.2 -0.2 0.0 -0.546
C 3.340665 -0.581097 1.182180 0.1 0.3 0.0 0.827
O 2.635606 0.416021 1.178297 1.2 -0.2 0.7 -0.471
C 3.135480 -1.690033 0.188810 -0.2 -0.3 -0.1 -0.754
O 1.745553 -1.877494 -0.010237 0.1 -0.1 0.2 -0.429
C 1.156307 -2.617859 1.082851 -0.1 0.2 0.4 -0.237
C 0.697181 -1.678264 2.224067 0.0 -0.2 0.0 0.616
O 0.770510 -2.066760 3.375945 -0.1 0.0 -0.1 -0.744
O 0.232898 -0.550021 1.808960 -0.5 -1.4 2.0 -0.258
H 4.336012 -0.026185 2.676435 0.0 0.1 0.0 0.374
H 3.561555 -1.395402 -0.771179 0.1 0.1 0.0 0.244
H 3.617521 -2.605045 0.533879 0.0 0.0 0.0 0.427
H 0.260696 -3.081192 0.686236 -0.1 -0.1 -0.1 0.113
H 1.842792 -3.376422 1.460031 0.1 0.1 -0.1 0.446
Br 4.821014 3.514845 -1.823323 -0.1 -0.1 0.0 -0.199
C 3.732122 1.991902 -2.135371 0.2 0.1 -0.2 -0.391
C 3.984247 1.164399 -3.224376 -0.3 -0.1 0.2 -0.455
C 3.104025 0.099197 -3.396335 0.3 0.1 -0.2 -0.647
C 2.084217 -0.114508 -2.497935 -0.3 0.0 0.2 -0.249
N 1.862914 0.668807 -1.411758 2.0 0.2 -1.7 0.848
C 2.684871 1.748929 -1.283958 -0.1 -0.1 -0.3 -0.130
H 4.786863 1.366697 -3.916887 0.0 0.0 0.0 0.460
H 3.214354 -0.559947 -4.246665 -0.1 0.0 0.0 0.437
H 1.392240 -0.932603 -2.645850 0.0 0.0 0.0 0.176
H 2.457446 2.442880 -0.489890 0.0 0.0 0.0 0.427
S 1.038201 4.340687 2.722135 0.0 -0.1 0.0 -0.320
C 1.551765 2.878443 1.974101 -0.3 0.3 0.0 -0.390
N 0.619083 2.071181 1.571869 -0.1 1.0 0.8 1.158
C -0.634382 2.565801 1.938287 -0.3 0.3 0.4 -0.791
C -1.865220 1.925785 1.765647 0.2 0.0 -0.1 0.166
C -3.020460 2.586836 2.113946 0.1 -0.1 -0.1 -0.742
C -2.978815 3.879654 2.646331 0.0 0.1 0.1 -0.520
C -1.774263 4.503592 2.887685 -0.1 0.1 0.1 -0.461
C -0.607034 3.826898 2.549252 0.2 -0.2 -0.3 0.431
H 2.606031 2.690931 1.846933 0.0 -0.1 -0.1 0.334
H -1.883947 0.924641 1.362569 0.0 0.0 -0.1 0.521
H -3.976280 2.106074 1.954129 0.0 0.0 0.0 0.415
H -3.903400 4.393583 2.872677 0.0 0.0 0.0 0.386
H -1.734667 5.494160 3.321126 0.0 0.0 0.0 0.400
C -3.299755 -3.398472 0.230067 0.1 0.1 0.0 -1.768
C -2.750925 -2.340825 -0.725722 -0.1 -0.1 0.0 1.470
C -2.266076 -3.009900 -2.013683 0.0 0.0 0.1 -1.869
C -3.835016 -1.302422 -1.036648 0.1 -0.1 0.0 -1.657
N -1.593896 -1.752374 -0.033840 0.0 -0.4 0.0 -0.191
N -0.926647 -0.730265 -0.762335 -0.2 0.0 -0.1 0.566
H -4.145762 -3.914710 -0.223169 0.0 0.0 0.0 0.444
H -3.635132 -2.942702 1.164860 0.0 0.0 0.0 0.391
H -2.528537 -4.133136 0.466541 0.0 0.0 0.0 0.368
H -3.035199 -3.683806 -2.391448 0.0 0.0 -0.1 0.494
H -1.366600 -3.597167 -1.814282 0.0 0.0 0.0 0.330
H -2.048533 -2.278742 -2.795074 0.0 0.0 0.0 0.331
H -4.710538 -1.789159 -1.468544 0.0 0.0 0.0 0.449
H -3.485096 -0.554265 -1.751675 -0.1 0.0 0.0 0.422
H -4.141340 -0.793293 -0.119201 -0.1 0.0 0.0 0.327
H -1.876053 -1.371754 0.860904 0.1 0.1 0.1 0.251
H -1.602929 -0.082256 -1.160822 0.1 0.1 -0.1 -0.117
H -0.500347 -1.181003 -1.565644 0.0 0.0 -0.1 -0.030
S -0.454084 2.405785 -1.199169 -0.2 0.5 0.5 -0.322
C -0.771630 1.521504 -2.557407 -0.2 -0.2 -0.5 0.619
N -1.040735 0.838000 -3.460479 0.2 0.0 0.1 -0.725
```
Forces are in eV/Å.

The spin multiplicity is 3. The value obtained for the frontier orbital gap (alpha / beta) is 5.50 / 7.78 eV. Its expectation value of S² is 2.02. Its LUMO energy (alpha / beta) is -0.1 / 0.0 eV. The charge is 0.